[1]
C44H94F15N5O14 | ωB97M-V/def2-TZVPD

Its spin multiplicity is 1.

Geometry (Å):
F1 0.1026 -1.9789 -7.3967
F2 -7.4919 1.4773 5.3282
F3 -7.7594 0.9251 -0.9970
F4 -3.2981 0.1571 -0.6792
F5 -7.9636 2.3918 3.4027
F6 1.4420 -1.1858 -8.9232
F7 -3.9121 0.3619 1.4240
F8 -2.5549 1.7583 0.5447
F9 -6.0129 -0.2112 -0.7478
F10 4.2168 -0.0455 0.3655
F11 -8.0134 0.2423 3.6090
F12 3.4175 1.8326 -0.2920
F13 -7.3299 0.2260 1.0149
F14 2.2790 -2.0224 -7.1274
F15 5.4460 1.6570 0.2132
O1 0.4778 2.4485 5.0172
O2 -5.5058 2.6587 4.1413
O3 -1.1007 4.8641 3.3366
O4 -7.5612 -2.3299 -1.0609
O5 -5.2251 0.3883 4.3031
O6 1.4389 -0.1957 -5.5666
O7 -5.1428 -1.9040 -5.1520
O8 3.8072 2.9826 1.9120
O9 -2.3042 -4.0585 -3.2330
O10 2.5709 1.1303 2.3632
O11 0.5927 -1.0720 5.9260
O12 -0.8385 -0.9936 0.3121
O13 -1.1917 0.3239 2.2214
O14 1.7555 1.1710 -7.4262
N1 -2.0929 1.3285 5.1305
N2 -4.5536 -4.6038 -1.2296
N3 4.9593 -2.5590 -3.3794
N4 1.7028 -2.0679 4.1661
N5 0.4986 2.7385 1.8948
C1 -0.3599 5.6344 4.1726
C2 0.5116 4.1473 1.5681
C3 -5.8397 1.4067 3.6688
C4 -2.5144 2.5824 7.1834
C5 -0.3715 2.8864 6.0661
C6 1.8148 -3.1770 3.3142
C7 7.4427 -2.9797 -3.5081
C8 0.0355 0.9978 -3.9494
C9 1.1807 -1.2102 -7.5718
C10 -7.3705 1.3609 3.9762
C11 6.3818 -2.0706 -3.0350
C12 -1.8930 -3.4010 -4.4912
C13 4.8656 -3.1163 -4.7604
C14 -4.6379 4.8806 3.5215
C15 0.8961 4.3976 0.1321
C16 -3.0573 -3.0793 -2.5237
C17 9.9842 -3.3080 -3.5410
C18 3.8369 -1.5073 -3.4791
C19 -2.8832 0.4662 0.5353
C20 3.4508 -3.3263 -4.9636
C21 -1.7694 -0.4013 1.2437
C22 -8.0431 -1.3826 -0.6105
C23 2.6612 -2.2787 -4.0990
C24 4.2723 5.1334 2.5455
C25 1.3596 -3.1980 6.3137
C26 3.8469 1.5610 1.9565
C27 -0.8295 4.8228 1.9329
C28 4.5838 -3.5213 -2.3235
C29 -2.3821 -3.9902 -0.2338
C30 8.8141 -2.4506 -3.0867
C31 -1.8574 2.5866 5.8415
C32 0.1412 -0.0807 -0.1778
C33 1.0485 0.2615 -6.9527
C34 1.4094 0.8706 -4.6530
C35 1.8069 2.3678 5.4951
C36 -5.9314 -1.9318 -6.3066
C37 1.0367 -0.7841 -1.1443
C38 1.1700 -2.0362 5.4547
C39 4.1901 1.2538 0.5836
C40 -6.1270 -3.3330 -6.8462
C41 -3.4681 -3.5809 -1.2089
C42 -5.4338 3.5823 3.0634
C43 -7.2332 -0.1120 -0.3262
C44 4.5733 3.6674 2.8841
H1 -1.4838 1.3495 4.3753
H2 0.3527 -1.2197 -1.8651
H3 0.8371 -3.4332 2.8813
H4 -5.3945 -1.3237 -7.0268
H5 -0.1080 6.6267 3.6582
H6 3.5654 -3.9264 -2.5018
H7 -4.5410 5.4986 2.6125
H8 -0.1029 2.3293 1.2076
H9 2.4342 -3.2705 6.5225
H10 -2.7185 -4.0229 0.8063
H11 -0.7954 5.8671 1.5266
H12 2.1488 0.7687 -3.8393
H13 -6.4068 3.9703 2.8210
H14 -3.9130 -2.8129 -3.1130
H15 -4.3890 0.8031 4.5121
H16 -4.9355 3.0753 2.2630
H17 0.7930 -3.0997 7.2292
H18 -5.5049 -2.3411 -4.3133
H19 -1.3712 -4.2397 -5.0184
H20 9.6503 -4.2921 -3.1472
H21 -3.8891 -2.7349 -0.6451
H22 -0.1145 2.2923 6.9397
H23 -3.6145 4.7509 3.8977
H24 5.2466 -2.3175 -5.4015
H25 -4.2288 -5.4212 -1.6691
H26 2.0381 -1.6144 -4.7258
H27 1.8161 1.6831 6.3893
H28 -2.2780 3.4609 7.7843
H29 6.5056 -1.0865 -3.5537
H30 -9.1021 -1.3834 -0.1579
H31 4.6309 5.4460 1.5689
H32 -2.4690 -2.1795 -2.3639
H33 -5.2009 5.4006 4.2688
H34 0.2969 1.7579 -3.1409
H35 1.2871 4.6103 2.1699
H36 5.4617 -4.0456 -4.8402
H37 6.3661 -1.9154 -1.9549
H38 7.4130 -4.0523 -3.2078
H39 10.2223 -3.4040 -4.5741
H40 -6.8940 -1.5623 -6.1377
H41 -0.2864 0.7910 -0.6624
H42 -6.3789 -4.0793 -6.0570
H43 -2.1923 1.6714 7.7370
H44 4.6242 -2.9151 -1.4191
H45 -0.9078 5.8273 5.1046
H46 -6.8484 -3.4570 -7.6281
H47 -1.8556 0.6031 5.8441
H48 1.9403 -2.7187 -3.3783
H49 -5.1737 -3.6434 -7.3321
H50 10.9128 -3.0704 -3.0317
H51 4.5567 5.8372 3.3602
H52 0.5896 5.1481 4.3194
H53 8.8441 -1.4190 -3.4419
H54 1.6177 1.8183 -5.1757
H55 5.6204 3.3144 2.6864
H56 2.2261 3.3326 5.8180
H57 -1.7553 4.3172 1.6069
H58 -0.8099 1.4174 -4.5066
H59 1.6128 -0.0591 -1.7096
H60 3.2134 -3.2558 -6.0145
H61 -0.3421 0.1242 -3.4054
H62 2.4463 1.9441 4.7451
H63 2.1512 -4.0046 3.9117
H64 0.1879 3.8183 -0.4916
H65 -3.5787 2.7592 7.1318
H66 -1.8669 -4.9455 -0.4221
H67 3.1612 -4.3529 -4.6638
H68 -0.2451 3.9521 6.3171
H69 -2.3070 3.3412 5.1894
H70 4.2131 -0.7534 -4.1568
H71 -0.4339 -0.1733 2.6536
H72 0.0182 0.3528 -6.9250
H73 4.3094 3.4596 3.9198
H74 0.7964 0.3835 0.5629
H75 -2.2436 -1.3169 1.6393
H76 1.4966 -1.1411 3.8161
H77 8.9037 -2.4685 -1.9845
H78 0.0601 2.5797 2.7995
H79 1.9108 1.8671 2.1971
H80 -2.6803 -3.0015 -5.0963
H81 -1.1365 -2.6151 -4.2896
H82 1.0639 -4.1390 5.8330
H83 3.1810 5.2255 2.5336
H84 -4.7386 -4.9146 -0.2763
H85 1.6426 -1.5830 -0.7214
H86 -1.5576 -3.2335 -0.2429
H87 4.6538 1.3435 2.6514
H88 1.8714 4.0605 -0.1492
H89 5.3011 -4.3562 -2.3947
H90 7.4355 -2.9731 -4.6006
H91 2.5010 -2.8850 2.5070
H92 3.5603 -1.0900 -2.5120
H93 0.6966 5.4575 -0.0771
H94 -5.7590 1.3801 2.5687

Results of the Löwdin charge analysis, in e, for atoms 1 through 99: 0.122 0.134 0.142 0.190 0.164 0.085 0.120 0.151 0.192 0.158 0.146 0.197 0.109 0.007 0.127 -0.206 -0.051 -0.222 0.155 0.090 -0.205 -0.108 -0.118 -0.168 -0.008 0.047 -0.077 0.036 -0.077 0.091 0.057 -0.264 -0.007 0.084 -0.145 -0.413 -0.414 -0.060 -0.204 -0.098 -0.232 -0.072 -0.422 -0.556 -0.115 -0.059 -0.147 -0.033 -0.030 -0.231 -0.100 -0.076 -0.531 -0.159 -0.308 -0.164 -0.113 -0.046 -0.015 -0.312 -0.141 0.018 -0.076 -0.264 -0.438 -0.261 -0.529 -0.274 -0.100 -0.337 -0.071 -0.548 -0.630 -0.093 -0.427 -0.196 -0.585 -0.229 0.013 0.066 0.091 0.119 0.116 0.114 0.078 0.055 0.102 0.072 0.132 0.091 0.109 0.097 0.074 0.104 0.088 0.117 0.099 0.083 0.128

---

[2]
C44H99FIN3O16PS2 | ωB97M-V/def2-TZVPD

As for the net charge: +1. Its spin multiplicity is 1.

Geometry (Å):
I1 -1.8149 6.1525 2.7634
S1 0.3161 1.0165 2.6976
S2 -1.4044 -5.0694 3.2189
P1 -0.1688 0.3326 -2.6674
F1 1.1941 4.2747 -0.9573
O1 -2.1840 -0.6484 5.5967
O2 -5.0215 -4.4356 2.1640
O3 -1.7680 0.1067 -2.0570
O4 2.7795 4.7128 -3.6179
O5 2.3747 -0.1033 -5.9900
O6 -3.9248 -2.3772 3.0072
O7 -0.1019 -1.4154 4.5324
O8 -0.7173 7.6102 -5.9794
O9 -3.6009 1.0435 -10.3431
O10 -7.1912 -1.3601 5.3178
O11 -1.0173 -0.7393 -6.2069
O12 -9.1707 -3.7818 6.5048
O13 7.0472 -5.6280 3.1767
O14 0.3167 -0.9833 -3.7457
O15 3.3263 3.3628 -0.4452
O16 3.4037 -4.1535 6.5034
N1 4.0963 -2.8372 2.0136
N2 1.7092 2.0277 -1.6597
N3 0.2362 1.5886 1.0120
C1 5.6936 2.5287 1.7178
C2 -3.7172 -2.4550 4.4617
C3 -1.5317 3.9418 2.6223
C4 -3.9078 -3.7111 2.3843
C5 -1.7215 1.4706 -6.8397
C6 4.4683 -3.1057 3.4628
C7 5.6918 2.4470 0.0804
C8 2.4927 0.1032 -7.3898
C9 -1.4215 9.8201 -6.6122
C10 4.1834 2.1748 -0.5747
C11 5.0019 -1.7964 1.3742
C12 -2.4904 -4.4124 1.8415
C13 5.8004 -2.2007 3.8875
C14 0.7482 0.3722 0.2086
C15 2.0036 -2.6762 0.3768
C16 1.1519 0.6763 -1.3315
C17 6.1152 -1.3701 2.5050
C18 -1.1535 -0.5717 4.5342
C19 7.2642 2.6045 2.2881
C20 -4.4667 -0.0186 -9.9711
C21 2.9339 -3.5913 1.3990
C22 -8.5321 -4.9169 5.9391
C23 -1.5480 0.0303 -7.2756
C24 1.3807 2.5920 0.9334
C25 7.5561 -5.7357 1.8555
C26 3.8392 -3.4054 7.6289
C27 -5.0607 -3.1561 5.1588
C28 8.1598 -4.4151 1.4242
C29 -1.3575 0.6432 3.4026
C30 -7.3660 -0.5405 4.1715
C31 2.0753 6.9226 -4.2507
C32 1.8767 2.9887 -0.5525
C33 3.9535 0.1121 -7.7902
C34 0.7252 -2.1475 1.3086
C35 -1.5284 3.6043 1.0327
C36 -8.7153 0.1455 4.2268
C37 2.2488 5.4824 -4.6866
C38 -9.0351 -6.1799 6.6070
C39 -1.1027 2.0975 0.5832
C40 -0.1492 -0.9936 0.4669
C41 -3.5187 -0.9287 5.0453
C42 -1.2480 8.3799 -7.0481
C43 -4.3452 -1.1568 -10.9631
C44 2.6637 -3.1014 8.5344
H1 -9.5236 -0.5920 4.2659
H2 -8.8342 -6.1556 7.6830
H3 -8.5558 -7.0648 6.1790
H4 4.3449 1.8456 -1.6958
H5 -1.8257 10.4280 -7.4265
H6 -5.2831 -2.7491 6.2356
H7 -0.8548 -0.0334 -8.1196
H8 -7.2796 -1.1649 3.2768
H9 -8.7544 -4.9355 4.8681
H10 6.7406 -6.0309 1.1880
H11 -1.6443 -0.6831 -5.4655
H12 2.5810 -1.7789 -0.1117
H13 1.8995 -2.5291 7.9984
H14 -0.9028 4.4678 0.4968
H15 7.8003 3.6146 1.9897
H16 2.9834 -2.5288 9.4096
H17 -4.2800 -0.8315 5.9595
H18 -2.0210 1.3906 0.8173
H19 -1.9878 -3.5881 1.1627
H20 2.2301 -4.0962 2.2167
H21 2.7433 -3.6169 6.0323
H22 -2.7742 -3.0703 4.7932
H23 -2.6457 3.7710 0.6453
H24 -3.8643 1.3390 -11.2316
H25 -0.4629 10.2445 -6.2961
H26 -2.5045 -0.4052 -7.5810
H27 -8.9601 -3.7697 7.4543
H28 -2.3976 1.5367 -5.9811
H29 2.8432 0.6242 -5.5458
H30 8.3137 -6.5248 1.8445
H31 -1.0763 2.1489 -0.6119
H32 7.4099 -3.6179 1.4549
H33 4.3116 -2.4833 7.2763
H34 4.8430 -1.4474 0.2680
H35 -7.9065 -2.0192 5.3188
H36 6.2229 3.3980 -0.3793
H37 1.7826 0.1134 0.7544
H38 -8.7988 0.7577 5.1308
H39 1.2923 5.0469 -4.9919
H40 6.3686 1.5224 -0.2133
H41 -3.3139 -1.5225 -11.0046
H42 8.5609 -4.4826 0.4091
H43 -0.7629 1.8950 -6.5236
H44 -4.6046 -0.8206 -11.9723
H45 1.9607 -0.7050 -7.9004
H46 3.0339 7.3470 -3.9346
H47 7.9302 1.7169 1.8742
H48 -5.4924 0.3612 -9.9334
H49 2.9420 5.4187 -5.5306
H50 -6.0228 -3.0464 4.4963
H51 -3.8942 -0.1671 4.2386
H52 4.4328 -0.8340 -7.5179
H53 6.3749 -2.1775 4.9213
H54 4.4944 0.9058 -7.2647
H55 -10.1196 -6.2725 6.4877
H56 -2.2045 7.9443 -7.3534
H57 3.3898 -4.4519 0.7284
H58 2.1886 -4.0283 8.8724
H59 7.3247 2.5349 3.4605
H60 -2.3364 0.9342 -2.1599
H61 6.9975 -0.5872 2.3286
H62 0.6877 -0.5608 -4.5982
H63 5.2394 1.5588 2.2449
H64 6.3693 -4.9305 3.1739
H65 4.5903 -3.9959 8.1617
H66 1.1866 3.5854 1.5543
H67 2.3100 2.0872 1.4903
H68 -7.4502 -4.8104 6.0652
H69 2.1525 4.7690 -2.8765
H70 -2.4182 3.4942 3.2455
H71 -2.0976 9.8862 -5.7536
H72 1.3992 6.9887 -3.3920
H73 -1.3443 7.6664 -5.2380
H74 1.6711 7.5305 -5.0649
H75 -8.8638 0.7850 3.3522
H76 -2.1257 2.0785 -7.6540
H77 0.0720 -3.0585 1.6418
H78 -5.0031 -1.9858 -10.6880
H79 1.2406 2.4545 -2.5127
H80 -2.1675 0.2411 2.6622
H81 1.2125 -1.7039 2.2895
H82 4.0617 0.2657 -8.8675
H83 -6.5605 0.1996 4.1547
H84 -1.1809 -0.7824 1.0125
H85 3.9652 -3.8224 4.2637
H86 -0.4502 -1.5576 -0.5363
H87 -0.4691 3.7611 3.1359
H88 1.5217 -3.3533 -0.4531
H89 -1.8391 1.5378 4.0094
H90 -2.7088 -5.3291 1.1175
H91 -4.1855 -0.3531 -8.9682
H92 8.9659 -4.1203 2.1042
H93 5.1794 3.5155 2.1491
H94 2.0096 1.0509 -7.6471
H95 -0.6075 -4.0243 3.7778
H96 -4.8391 -4.3160 5.2866
H97 -0.5548 8.3161 -7.8921
H98 2.0343 -0.0935 -1.5813
H99 3.7196 1.2831 0.0244

Results of the Löwdin charge analysis, in e, for atoms 1 through 99: 0.723 1.076 0.667 0.971 -0.034 -0.071 0.001 -0.349 -0.105 -0.104 -0.099 -0.025 -0.105 -0.096 -0.133 -0.109 -0.092 -0.095 -0.327 -0.096 -0.110 -0.170 0.014 -0.457 -0.260 -0.265 -0.647 -0.279 -0.081 -0.044 -0.162 -0.319 -0.095 -0.182 -0.057 -0.434 -0.041 -0.271 -0.150 -0.376 -0.085 -0.251 -0.159 -0.331 -0.160 -0.330 -0.306 -0.066 -0.325 -0.321 -0.058 -0.093 -0.313 -0.325 -0.091 -0.328 -0.087 -0.191 -0.282 -0.085 -0.319 -0.089 -0.161 -0.133 -0.113 -0.323 -0.092 -0.091 0.081 0.076 0.078 0.143 0.076 0.094 0.116 0.112 0.119 0.103 0.077 0.085 0.069 0.096 0.083 0.077 0.159 0.146 0.076 0.141 0.071 0.133 0.141 0.090 0.078 0.093 0.097 0.069 0.093 0.113 0.142

---

Which molecular weight belongs to each record? In order, 1202.23; 1167.29 g mol⁻¹.
Which DFT total energy belongs to each record? In order, -124023.588; -126214.034 eV.